ORCA calculation (ωB97M-V/def2-TZVPD) on a molecular structure, C31H37AuN5 in a non-equilibrium geometry.

```
! RIJCOSX wB97M-V def2-TZVPD def2/J DEFGRID3
* xyz -1 3
Au -0.39667 0.12980 0.68681
N -0.68495 -2.05482 2.20153
N 0.34460 -2.77489 -0.53480
C 1.67289 1.48014 0.53338
C 2.59433 0.46517 0.90906
C 2.36386 0.12705 2.26922
C 3.02602 -0.95486 3.03245
H 3.78340 -1.47312 2.42928
H 2.28641 -1.70801 3.36067
H 3.51854 -0.55975 3.93581
C 1.34607 0.94464 2.78381
C 0.80760 0.91708 4.15984
H 1.53608 1.19388 4.94199
H 0.45449 -0.10100 4.39806
H -0.04985 1.59780 4.26425
C 0.85384 1.77672 1.70603
C 0.15074 3.06636 1.91002
H -0.64371 2.97508 2.66413
H -0.28572 3.43918 0.97453
H 0.86060 3.83208 2.27404
C 3.66552 -0.09641 0.06350
H 4.56441 -0.23980 0.68344
H 3.92535 0.57965 -0.76327
H 3.40995 -1.07706 -0.37216
C 1.77593 2.37171 -0.64835
H 0.80594 2.54935 -1.14071
H 2.45465 1.96154 -1.41118
H 2.18773 3.35641 -0.35254
C -1.41123 -2.12810 3.34738
H -1.39833 -1.22477 3.98190
C -2.15646 -3.26469 3.72498
H -2.67608 -3.23854 4.68628
C -2.19806 -4.38754 2.87998
H -2.83396 -5.24698 3.09916
C -1.35905 -4.39273 1.77041
H -1.29210 -5.21022 1.03733
C -0.47050 -3.26573 1.60885
C 0.59584 -3.40854 0.66028
H 1.65224 -3.51454 0.95707
C -0.06313 -1.43340 -0.70974
C 0.24634 -3.45132 -1.76583
H 0.37713 -4.51362 -1.83483
C -0.01707 -2.54975 -2.69688
H -0.09845 -2.60715 -3.76962
N -0.11934 -1.29172 -2.06001
C -0.06806 -0.03775 -2.78197
C 1.12056 0.23887 -3.47439
C 1.18695 1.37192 -4.29165
H 2.11927 1.57632 -4.81032
C 0.08949 2.20665 -4.46954
C 0.18580 3.41808 -5.34852
H 0.17027 4.34521 -4.76223
H -0.64910 3.47332 -6.05611
H 1.11661 3.40743 -5.92270
C -1.10059 1.88495 -3.81811
H -1.98178 2.50236 -3.98808
C -1.20635 0.76150 -2.98256
C -2.54292 0.34694 -2.45433
H -2.89851 -0.58718 -2.91686
H -3.28148 1.12039 -2.69763
H -2.52480 0.21610 -1.36450
C 2.28207 -0.68962 -3.37308
H 2.06602 -1.68712 -3.78943
H 2.63655 -0.80150 -2.33465
H 3.10651 -0.26655 -3.95804
N -3.00067 0.30611 2.27148
C -4.20136 0.85691 2.52805
C -4.40126 1.82891 1.55923
C -3.25981 1.81007 0.73927
N -2.40351 0.87009 1.20336
H -2.55835 -0.45687 2.75499
H -4.80346 0.52207 3.34525
H -5.25182 2.45475 1.44785
H -3.05215 2.41304 -0.13041
*
```

## Properties
Lowest unoccupied orbital energy (spin up / spin down): 2.6 / 2.6 eV
Molar mass: 676.64 Da
E: -1612.77405 a.u.
Expectation value of S²: 2.019
HOMO energy (spin up / spin down): -0.85 / -2.44 eV
Orbital gap (spin up / spin down): 0.1257 / 0.1841 Ha